No. 1
{
  "formula": "H23O11",
  "method": "ωB97M-V/def2-TZVPD",
  "total_charge": 1,
  "homo_ev": -13.87,
  "e_lumo_ha": -0.1024,
  "elements": ["O", "H", "H", "O", "H", "H", "O", "H", "H", "O", "H", "H", "O", "H", "H", "O", "H", "H", "O", "H", "O", "H", "H", "O", "H", "H", "O", "H", "H", "O", "H", "H", "H", "H"],
  "positions_angstrom": [[-0.41474, -2.57739, -1.44229], [-0.69174, -3.33163, -0.92875], [0.38931, -2.85899, -1.88797], [-1.75953, 3.59730, 1.85029], [-1.29669, 4.41609, 1.95347], [-2.57691, 3.38344, 2.29259], [-2.54294, 0.46874, 3.07992], [-1.03617, 1.58857, 0.11655], [2.29324, -1.87185, 1.80222], [1.79943, 2.19156, -3.77727], [1.08015, 2.23804, -4.41295], [1.83838, 1.69117, -2.27932], [4.00318, -0.01690, 1.13599], [4.94611, -0.21816, 1.05793], [2.63404, 2.37111, -4.18551], [-4.08950, -2.78752, -0.25433], [-3.63637, -3.64085, -0.25779], [-3.04972, 0.53426, 2.26744], [2.39833, -1.72744, 2.74402], [-2.23973, -0.44101, 3.13995], [-2.32546, -0.77836, -0.63740], [-1.46192, -1.10955, -0.39447], [-2.82652, -1.42113, -1.16303], [1.55432, 1.89331, -1.36192], [0.42970, 1.57757, -0.97947], [2.16713, 1.65136, -0.65954], [-0.78173, 1.43818, -0.80630], [1.08464, -1.28436, 0.23613], [-1.28405, 0.59057, -1.00617], [1.11507, -0.69016, -0.52694], [-4.18296, -2.65691, 0.68461], [1.98791, -0.33053, -0.30548], [4.07150, 0.71498, 1.76173], [2.40422, -2.60351, 3.14410]],
  "forces_ev_per_a": [[-0.097, -0.085, -0.080], [-0.155, -0.557, 0.093], [0.075, 0.089, -0.039], [0.703, -1.930, -1.536], [-0.671, 0.745, 0.802], [0.058, 1.038, 0.635], [0.135, 0.202, 0.036], [0.045, 0.590, 0.165], [0.341, -0.124, 0.002], [-0.473, -0.341, 0.318], [0.207, 0.027, -0.191], [-0.119, 0.147, -0.461], [0.561, 0.587, -0.140], [-0.172, -0.426, -0.359], [0.515, 0.236, -0.763], [0.319, -0.785, -0.278], [-0.209, -0.066, -0.414], [-0.099, -0.203, -0.110], [-0.262, -0.040, 0.234], [-0.067, -0.025, -0.030], [-0.085, 1.546, 0.155], [0.098, -1.004, -0.343], [0.394, -0.077, 0.387], [-0.744, 0.099, 1.956], [-0.494, -0.144, -0.806], [0.393, 0.038, -0.320], [-0.086, -0.317, 0.334], [-0.819, -0.317, -0.309], [0.315, 0.377, -0.314], [1.139, -0.039, 1.071], [-0.316, 0.525, 0.576], [0.153, 0.251, -0.446], [-0.552, -0.025, 0.190], [-0.032, 0.010, -0.017]]
}

---

No. 2
{
  "formula": "H23O11",
  "method": "ωB97M-V/def2-TZVPD",
  "total_charge": 2,
  "s_squared": 0.75,
  "homo_ev": [-17.14, -17.14],
  "e_lumo_ha": [-0.2492, -0.4864],
  "spin_multiplicity": 2,
  "elements": ["O", "H", "H", "O", "H", "H", "O", "H", "H", "O", "H", "H", "O", "H", "H", "O", "H", "H", "O", "H", "O", "H", "H", "O", "H", "H", "O", "H", "H", "O", "H", "H", "H", "H"],
  "positions_angstrom": [[2.15397, 1.19888, 0.73994], [-0.88393, 1.63155, 0.93541], [-1.40279, -0.51487, 1.27089], [1.70317, -1.55819, 1.52368], [3.09481, 0.63365, 0.52072], [-2.03404, 1.56610, 1.97287], [0.15488, 3.63296, 0.40299], [-1.77119, 0.05945, -1.19708], [2.62762, -1.00987, -2.20106], [4.31364, 0.27920, 0.03385], [5.02163, 0.51092, 0.66546], [-0.18777, -0.99832, 2.03418], [-2.18342, 1.55035, -3.16649], [1.24908, -1.60314, -2.37641], [1.72348, -2.49924, 1.71798], [-3.89996, 0.83200, 0.85566], [-4.20817, 0.12958, 1.43207], [1.52623, 0.62164, 0.23210], [-1.18759, 1.18468, 1.73213], [0.44828, 4.48445, 0.78291], [-1.05376, -1.32804, 1.73801], [1.07225, 3.43411, 0.13714], [2.57619, -1.23395, 1.30963], [-0.34435, -3.04733, 0.16517], [-0.84872, -2.09011, 1.02412], [-0.64477, -3.90508, 0.51092], [-1.51520, -0.83991, -1.46552], [-0.96187, -2.91638, -0.57805], [-1.27293, -0.47496, -2.33036], [2.12510, -1.81449, -2.03594], [4.69724, -0.51381, -0.38138], [-4.57160, 1.47712, 0.64982], [-2.55463, 1.41743, -4.03850], [-2.96087, 1.70362, -2.61684]],
  "forces_ev_per_a": [[-0.092, -0.740, -0.175], [-0.301, 0.754, 0.175], [-0.220, 0.080, 0.669], [-0.674, 0.990, 0.027], [0.804, 0.364, -0.374], [-0.451, 0.239, -0.155], [1.853, 0.475, 0.104], [-0.645, -0.408, 0.956], [0.107, -0.121, -0.403], [0.628, -0.222, 0.798], [-0.198, 0.412, -0.068], [0.288, -0.227, 0.372], [0.064, -0.203, 0.592], [-0.056, -0.202, -0.091], [0.480, -0.125, -0.150], [1.386, -0.150, -0.201], [-0.735, 0.273, -0.032], [-0.471, 0.159, 0.116], [0.798, -0.642, -0.367], [-1.297, 0.125, 0.328], [-0.365, 0.375, -0.464], [-0.502, -0.629, -0.557], [0.420, -0.839, 0.257], [-1.097, -0.598, -0.171], [0.381, -0.109, 0.081], [0.319, -0.131, 0.029], [0.462, 1.376, -0.109], [0.367, 0.232, -0.332], [0.104, -0.936, -0.791], [0.001, 0.499, 0.472], [-0.628, -0.082, -0.295], [-0.696, -0.109, 0.276], [-0.020, -0.018, -0.453], [-0.012, 0.138, -0.066]]
}

---

No. 3
{
  "formula": "H23O12",
  "method": "ωB97M-V/def2-TZVPD",
  "total_charge": -1,
  "homo_ev": -6.87,
  "e_lumo_ha": 0.0949,
  "elements": ["O", "H", "O", "H", "H", "O", "H", "H", "O", "H", "H", "O", "H", "H", "O", "H", "H", "O", "H", "H", "O", "H", "H", "O", "H", "H", "O", "H", "H", "O", "H", "H", "O", "H", "H"],
  "positions_angstrom": [[-0.62417, 0.45654, -0.02766], [0.16183, 0.04454, 0.29834], [0.51883, -0.31446, -2.45066], [-0.03817, -0.08746, -1.70266], [0.20983, -1.21646, -2.77366], [-1.82017, 2.60054, 0.87134], [-1.37317, 1.84054, 0.52234], [-1.42017, 3.38154, 0.37534], [-1.38817, -1.97646, -0.64166], [-2.23317, -1.96246, -0.20566], [-1.05117, -1.04346, -0.44466], [-0.46117, 2.74554, -1.78366], [-0.72617, 2.66354, -2.72066], [-0.56817, 1.95054, -1.26466], [1.95083, -0.66846, 1.38234], [2.87983, -0.67946, 1.65634], [1.56283, -1.38646, 1.82434], [-1.10317, -0.28346, 2.63234], [-0.32717, -0.45446, 3.17234], [-0.90317, -0.03846, 1.68734], [1.85983, -2.62846, -0.86166], [1.63383, -1.77046, -1.13166], [1.29683, -2.69846, -0.08066], [0.25683, -2.84946, 1.39034], [-0.38717, -2.40246, 0.89934], [-0.14617, -2.94146, 2.28234], [2.55883, 0.91754, -1.17066], [2.13783, 1.42454, -0.43966], [1.84083, 0.48954, -1.60366], [-2.80617, 0.70754, -1.44666], [-1.98017, 0.58454, -0.91766], [-3.48017, 0.63154, -0.77866], [1.51183, 1.95954, 1.14734], [0.62183, 1.86954, 0.81734], [1.83483, 1.13454, 1.48734]],
  "forces_ev_per_a": [[-0.230, -0.295, -0.164], [1.302, -0.129, 0.131], [-0.241, -2.126, -1.566], [-0.591, 0.183, 0.404], [0.471, 1.773, 0.794], [0.003, 3.141, -0.067], [0.474, -0.933, -0.256], [-0.877, -1.668, 0.818], [0.857, 0.314, 0.273], [-0.743, -0.063, 0.063], [-0.584, -0.520, -0.283], [0.295, 1.595, -0.875], [0.105, -0.639, 1.192], [-0.181, -0.733, -0.439], [1.454, 1.569, -0.200], [-0.162, -0.033, -0.480], [-1.097, -1.894, 0.767], [-0.619, -0.317, -0.248], [0.209, 0.351, -0.602], [0.123, 0.031, 1.058], [0.177, -1.807, 0.633], [-0.026, 2.159, -1.064], [0.364, -0.604, -0.011], [1.385, -1.494, 3.180], [-2.147, 1.097, -1.828], [0.396, 0.044, -0.930], [1.014, 0.967, 1.110], [0.509, -0.170, -0.548], [-0.688, -0.565, -0.884], [0.466, -0.268, -0.136], [-0.742, 0.084, -0.567], [-0.481, 0.166, 0.290], [0.825, 1.984, 0.138], [-0.545, -0.384, 0.144], [-0.476, -0.816, 0.153]]
}

---

No. 4
{
  "formula": "H24KrO12",
  "method": "ωB97M-V/def2-TZVPD",
  "homo_ev": -9.98,
  "e_lumo_ha": -0.0058,
  "elements": ["Kr", "O", "H", "H", "O", "H", "H", "O", "H", "H", "O", "H", "H", "O", "H", "H", "O", "H", "H", "O", "H", "H", "O", "H", "H", "O", "H", "H", "O", "H", "H", "O", "H", "H", "O", "H", "H"],
  "positions_angstrom": [[-0.39953, 0.08134, -0.07759], [3.81451, -0.12123, 0.58397], [3.35566, -0.81700, 0.11323], [3.27476, 0.04150, 1.35755], [2.60257, -2.16767, -1.19143], [2.16686, -1.73454, -1.92545], [3.42123, -2.49942, -1.56018], [0.28095, 2.80096, -2.59878], [-0.01958, 2.08262, -3.15547], [0.77606, 2.37250, -1.90055], [-1.95912, -3.17181, 1.88558], [-2.38241, -3.79165, 1.29156], [-1.02297, -3.27933, 1.71740], [-3.23193, -0.70551, 1.43970], [-4.00069, -0.87637, 1.98380], [-2.79559, -1.55441, 1.36744], [1.39571, -0.91286, -3.38117], [1.61866, -1.32592, -4.21537], [0.43949, -0.94042, -3.34771], [-1.69848, 1.75601, 3.34006], [-2.33670, 2.44445, 3.15309], [-1.99853, 1.00508, 2.82791], [-3.68456, -0.40187, -1.36287], [-4.61834, -0.42527, -1.57203], [-3.65110, -0.45669, -0.40783], [0.63666, 2.52483, 2.26201], [-0.19288, 2.45121, 2.73390], [1.02065, 3.34277, 2.57784], [2.21145, 2.09546, -0.60515], [2.92210, 1.45828, -0.67730], [1.95377, 2.06427, 0.31619], [2.72665, 0.93002, 2.91697], [1.87531, 1.30915, 2.69856], [2.60677, 0.55839, 3.79090], [-1.48106, -1.06162, -3.51289], [-2.11243, -1.22457, -2.81214], [-1.51392, -1.85066, -4.05379]],
  "forces_ev_per_a": [[0.001, -0.080, -0.010], [0.374, 0.161, -0.455], [-0.217, -0.502, -0.448], [-0.043, 0.252, 0.709], [0.253, -0.374, 0.804], [-0.437, 0.488, -0.669], [0.233, -0.116, -0.022], [-0.453, 0.293, -0.371], [-0.097, -0.141, -0.160], [0.615, -0.102, 0.481], [-0.274, 0.162, 0.024], [-0.120, -0.324, -0.142], [0.390, 0.064, -0.020], [-0.368, 0.857, -0.133], [-0.236, -0.029, 0.205], [0.616, -0.658, 0.239], [0.615, -0.006, 0.087], [0.162, -0.028, -0.233], [-0.876, 0.117, 0.152], [0.035, 0.211, 0.376], [-0.283, 0.200, -0.015], [-0.107, -0.485, -0.371], [0.102, -0.175, -0.722], [-0.192, 0.040, -0.190], [0.229, 0.055, 0.764], [0.718, 0.240, -0.430], [-0.808, -0.478, 0.241], [0.300, 0.274, -0.050], [-0.336, 0.418, -0.337], [0.398, -0.400, 0.167], [-0.122, 0.030, 0.299], [0.622, -0.451, 0.160], [-0.730, 0.564, -0.171], [0.114, -0.158, 0.187], [0.438, 0.010, -0.273], [-0.440, 0.275, 0.565], [-0.078, -0.203, -0.237]]
}

---

No. 5
{
  "formula": "H24NO10",
  "method": "ωB97M-V/def2-TZVPD",
  "total_charge": 1,
  "homo_ev": -13.39,
  "e_lumo_ha": -0.1199,
  "elements": ["N", "H", "H", "H", "H", "O", "H", "H", "O", "H", "H", "O", "H", "H", "O", "H", "H", "O", "H", "H", "O", "H", "H", "O", "H", "H", "O", "H", "H", "O", "H", "H", "O", "H", "H"],
  "positions_angstrom": [[-0.02517, 0.30420, 0.24271], [-0.35117, 0.06620, 1.17171], [0.90783, 0.08520, 0.30671], [-0.09717, 1.22720, 0.09671], [-0.46717, -0.29080, -0.29129], [-0.49217, -2.65180, -0.31329], [-0.40817, -2.77880, 0.60371], [-1.46817, -2.56080, -0.56329], [2.01783, 2.07620, 0.81671], [2.96983, 2.28620, 1.09871], [1.60383, 2.35120, 1.57371], [1.35583, 4.17620, -0.77529], [1.75083, 3.46020, -0.35429], [1.98183, 4.71820, -1.33529], [0.07383, -2.46180, -3.09729], [-0.28817, -2.47880, -2.15329], [1.00983, -2.80380, -3.05829], [-2.11717, 3.15420, -0.70229], [-1.84517, 2.44420, -1.27229], [-1.74517, 3.88920, -1.17529], [-0.04617, -2.02780, 2.15571], [0.69583, -2.72380, 2.56071], [-0.71617, -2.30680, 2.76771], [2.87983, -1.47880, 0.05871], [2.88583, -2.34580, 0.24571], [3.65983, -1.39780, -0.52929], [-1.40317, 0.90320, -2.12029], [-0.55717, 0.90520, -2.70429], [-2.09117, 0.44020, -2.57829], [-3.09517, -1.86180, -1.10629], [-3.24917, -1.01680, -0.65329], [-3.87917, -2.55880, -1.13129], [0.32683, 0.62020, 3.79871], [-0.00217, 0.96220, 4.59671], [0.22483, -0.32480, 3.81971]],
  "forces_ev_per_a": [[1.032, -0.333, 5.376], [-0.223, 0.316, 0.728], [3.394, -0.874, -0.252], [-0.931, 4.378, -1.215], [-2.972, -3.654, -4.582], [-1.767, 0.656, -3.027], [-0.082, -0.193, 1.776], [1.331, -0.279, 0.721], [4.059, -0.638, -1.762], [-1.681, -0.721, -1.019], [-2.261, 1.136, 3.183], [-0.854, 3.333, -2.399], [1.591, -1.763, 0.893], [-0.884, -1.346, 1.229], [0.556, -0.173, 1.445], [1.337, -0.272, -1.862], [-1.670, 0.507, 0.206], [-0.124, 0.035, 0.636], [-0.059, -0.915, -0.476], [0.209, 0.986, 0.019], [3.631, -2.920, 2.306], [-2.201, 2.848, -1.889], [-1.359, 0.087, 0.459], [0.787, 4.850, -1.679], [-0.261, -5.032, 1.226], [-0.678, 0.297, 0.449], [2.942, 0.310, -0.665], [-2.461, -0.221, 1.162], [-0.392, -0.501, -0.798], [-1.219, -2.082, -0.324], [-0.956, -0.803, -0.099], [2.138, 2.918, 0.448], [0.735, -0.078, -2.079], [-0.706, 0.652, 1.702], [-0.003, -0.510, 0.162]]
}

---

No. 6
{
  "formula": "H24Na2O16S",
  "method": "ωB97M-V/def2-TZVPD",
  "homo_ev": -9.71,
  "e_lumo_ha": -0.0489,
  "elements": ["Na", "Na", "S", "O", "O", "O", "O", "O", "H", "H", "O", "H", "H", "O", "H", "H", "O", "H", "H", "O", "H", "H", "O", "H", "H", "O", "H", "H", "O", "H", "H", "O", "H", "H", "O", "H", "H", "O", "H", "H", "O", "H", "H"],
  "positions_angstrom": [[0.61907, -1.87943, -2.78836], [0.46364, -2.46217, 3.10571], [0.31528, -0.27934, 0.17455], [-1.11668, -0.25640, -0.16168], [0.49401, -0.59140, 1.64123], [0.99953, -1.35795, -0.59487], [0.94408, 1.00330, -0.14893], [0.93998, -3.71110, 0.78240], [0.84108, -2.96487, 0.15476], [0.19841, -4.29891, 0.60484], [1.36670, 1.30419, 3.54376], [1.04275, 0.69956, 2.85236], [2.32373, 1.28123, 3.47245], [-1.66261, -2.54066, -1.55185], [-1.54983, -1.66977, -1.12367], [-2.18907, -3.03549, -0.91588], [-2.04622, 0.91142, 2.62576], [-1.31203, 0.45536, 2.19671], [-1.70062, 1.18527, 3.48128], [-3.15569, -1.61386, 1.02158], [-2.41041, -1.00563, 0.89945], [-3.81579, -1.09962, 1.49675], [3.30438, -1.17732, 1.84305], [3.60033, -0.35507, 2.24090], [2.36272, -1.04521, 1.64498], [3.01317, 2.81731, 0.60802], [3.37073, 2.34985, 1.36488], [2.14885, 2.40866, 0.44989], [-0.27102, 3.02880, -1.49395], [0.24902, 2.32737, -1.05706], [0.15667, 3.85391, -1.24830], [3.33421, 0.49830, -1.75072], [3.07893, 0.13511, -2.60076], [2.53382, 0.47472, -1.20658], [-2.76478, 2.04574, -0.39445], [-2.23491, 1.32011, -0.03678], [-2.10769, 2.66655, -0.73589], [-3.26975, -0.32853, -3.13537], [-3.31570, -0.48277, -2.18584], [-2.38451, -0.59838, -3.39985], [-0.31672, 0.31245, -3.28989], [0.49346, 0.64299, -3.69695], [-0.57050, 1.03164, -2.68767]],
  "forces_ev_per_a": [[-0.583, 0.145, 0.636], [0.198, 0.266, -0.859], [0.541, -0.440, -0.114], [0.176, -0.037, 0.229], [-0.297, -0.068, -0.265], [-0.221, 0.035, -0.055], [0.028, -0.172, 0.225], [-0.345, -0.052, 0.548], [0.140, 0.189, 0.111], [0.053, -0.019, -0.130], [-0.161, -0.277, 0.083], [0.126, 0.230, -0.077], [0.012, 0.082, 0.054], [0.488, -0.091, -0.265], [-0.087, -0.041, 0.137], [-0.168, 0.043, -0.080], [-0.066, -0.254, 0.134], [0.100, 0.118, 0.067], [0.044, 0.127, -0.055], [0.050, -0.281, 0.158], [-0.194, 0.022, -0.124], [0.029, 0.041, -0.002], [-0.192, -0.328, 0.275], [0.047, 0.030, -0.083], [0.226, 0.220, -0.131], [-0.150, 0.211, -0.065], [0.003, -0.002, 0.019], [0.262, -0.100, 0.124], [0.102, -0.144, -0.224], [-0.131, 0.196, 0.177], [0.033, 0.038, -0.060], [0.063, -0.073, -0.159], [0.065, 0.011, -0.067], [0.037, 0.132, 0.091], [-0.142, -0.015, 0.040], [-0.129, 0.261, -0.093], [0.022, -0.102, -0.025], [-0.097, -0.019, -0.180], [0.031, 0.077, -0.026], [-0.106, 0.068, 0.142], [0.625, -0.290, -0.023], [-0.184, 0.331, -0.102], [-0.245, -0.069, 0.016]]
}

---

| no. | largest force on an atom (Eh/bohr) |
| --- | --- |
| 1 | 0.050 |
| 2 | 0.037 |
| 3 | 0.073 |
| 4 | 0.019 |
| 5 | 0.128 |
| 6 | 0.018 |